Model w:
ORCA calculation (ωB97M-V/def2-TZVPD) on a single C12H10 molecule.

Each line ends with the Löwdin charge.
Positions of all 22 atoms, in Å:
C1 -0.42182 -3.23052 -1.30945  -0.1233
C2 -1.47230 -2.36926 -1.49669  -0.1238
C3 -1.35885 -1.11492 -0.92023  -0.0059
C4 -0.10612 -0.70008 -0.22032  -0.1702
C5 0.97661 -1.58855 -0.21025  -0.0500
C6 0.80063 -2.88711 -0.72015  -0.0748
C7 0.07921 0.67481 0.28131  -0.2609
C8 -0.91040 1.20364 1.03858  -0.0503
C9 -0.69179 2.54141 1.63038  -0.1247
C10 0.32619 3.28754 1.30794  -0.1807
C11 1.34290 2.73639 0.44019  -0.0698
C12 1.27407 1.36945 -0.01669  -0.0340
H1 -0.63791 -4.17217 -1.87260  0.1151
H2 -2.36818 -2.72159 -1.70637  0.0521
H3 -2.33600 -0.23851 -0.70497  0.1846
H4 1.82868 -1.32948 0.19822  0.0536
H5 1.76689 -3.66390 -0.60468  0.1626
H6 -1.80146 0.47531 1.36333  0.1528
H7 -1.60649 3.10586 2.38213  0.1787
H8 0.74986 4.26420 1.63943  0.1118
H9 2.47653 3.29147 0.10520  0.1718
H10 2.08974 1.06601 -0.60431  0.0852

Computed properties:
Spin multiplicity: 1
LUMO level, eV: 0.912
HOMO level, eV: -8.65
Structure (SMILES): c1ccc(-c2ccccc2)cc1

---

Model x:
ORCA calculation (ωB97M-V/def2-TZVPD) on a single C12H10 molecule.

Each line ends with the Löwdin charge.
Positions of all 22 atoms, in Å:
C1 1.36492 3.29210 -0.40974  -0.0954
C2 1.88377 2.38046 0.46251  -0.1455
C3 1.37446 1.07798 0.68616  -0.0359
C4 0.22724 0.77013 -0.06702  -0.2236
C5 -0.39592 1.57443 -0.94625  -0.0444
C6 0.16130 2.85137 -1.17268  -0.0130
C7 -0.28480 -0.66611 0.11592  -0.2503
C8 -1.52013 -0.91336 0.72631  -0.0514
C9 -1.98981 -2.21020 0.85841  -0.0924
C10 -1.34588 -3.29129 0.27836  -0.1235
C11 -0.14291 -3.13243 -0.32243  -0.0457
C12 0.31280 -1.70560 -0.54193  -0.0095
H1 1.90546 4.20612 -0.49099  0.0808
H2 2.88019 2.72232 1.03700  0.1408
H3 1.84679 0.23418 1.47660  0.1806
H4 -1.08770 1.21258 -1.28049  -0.0170
H5 -0.49667 3.64903 -1.90284  0.1597
H6 -1.91792 0.05723 1.21138  0.1479
H7 -2.97071 -2.33450 1.43558  0.1275
H8 -1.74383 -4.23986 0.33779  0.0790
H9 0.37602 -3.92545 -0.65201  0.0522
H10 1.56333 -1.60913 -0.83965  0.1790

Computed properties:
Spin multiplicity: 1
LUMO level, eV: 0.937
HOMO level, eV: -9.13
Structure (SMILES): c1ccc(-c2ccccc2)cc1

---

Least stable of them? model x.

---

Model w:
ORCA calculation (ωB97M-V/def2-TZVPD) on a 2-piece molecular cluster, CHNOS2 overall.

Each line ends with the Löwdin charge.
Positions of all 6 atoms, in Å:
C1 2.79773 -0.42820 -0.39001  -0.9400
N1 0.16680 0.69714 0.17551  -0.4990
O1 2.10234 -0.87238 -1.19206  0.0749
S1 3.87465 0.05577 0.58667  0.8188
S2 0.07352 1.91997 -0.74078  0.6188
H1 0.16041 -0.19832 -0.20326  -0.0736

Computed properties:
Spin multiplicity: 1
LUMO level (spin up / spin down), eV: -1.188 / -1.168
HOMO level (spin up / spin down), eV: -8.62 / -8.61
Structure (SMILES): O=C=S.N=S

---

Model x:
ORCA calculation (ωB97M-V/def2-TZVPD) on a single CHNOS2 molecule.

Each line ends with the Löwdin charge.
Positions of all 6 atoms, in Å:
C1 0.44111 -0.68105 0.63035  -0.7472
N1 0.56857 0.53227 -0.24657  -0.3883
O1 -1.66203 1.18556 -1.25167  -0.4670
S1 1.37812 -0.96815 1.94713  0.6456
S2 -0.26232 1.22180 -1.34569  0.8792
H1 -0.46344 -1.29043 0.26644  0.0777

Computed properties:
Spin multiplicity: 1
LUMO level, eV: -1.733
HOMO level, eV: -9.43

---

Least stable of them? model x.